[1]
{
  "formula": "C3HFO2Sr",
  "method": "ωB97M-V/def2-TZVPD",
  "spin_multiplicity": 1,
  "e_above_lowest_ev": 4.504,
  "homo_lumo_gap_ha": [0.098, 0.099],
  "mol_weight_g_mol": 175.657,
  "charge": 0,
  "species": ["F", "O", "O", "C", "C", "C", "H", "Sr"],
  "xyz": [[0.4097, -1.0546, 1.2525], [-1.0602, 0.3255, 0.1519], [0.1128, 0.0139, -1.7309], [0.0589, 0.3678, 0.9999], [0.7741, 1.4074, 1.3226], [-0.9660, -0.1198, -1.1019], [1.6985, 1.1230, 1.8487], [-1.0278, -2.0633, -2.7429]],
  "forces_ev_per_a": [[-0.778, 0.702, -0.563], [-1.280, -1.020, -0.589], [-0.706, -1.374, -0.603], [1.953, 0.407, -0.091], [-0.204, -0.688, -0.130], [0.790, -0.096, 0.648], [-0.361, 0.164, 0.134], [0.585, 1.905, 1.194]]
}

[2]
{
  "formula": "C3HFO2Sr",
  "method": "ωB97M-V/def2-TZVPD",
  "spin_multiplicity": 1,
  "e_above_lowest_ev": 3.080,
  "homo_lumo_gap_ha": [0.280, 0.166],
  "mol_weight_g_mol": 175.657,
  "charge": 0,
  "species": ["C", "C", "O", "C", "O", "F", "H", "Sr"],
  "xyz": [[0.9755, -0.8674, 0.0086], [1.3953, -0.0348, 0.9896], [0.5710, 0.9159, 1.6254], [-0.6865, 1.1981, 1.3711], [-0.1744, -0.9493, -0.5418], [1.7385, -1.9856, -0.1603], [2.3442, -0.1741, 1.4978], [-1.4792, 0.8533, -0.9187]],
  "forces_ev_per_a": [[-1.562, -1.310, 1.135], [0.818, -0.033, -0.027], [-2.207, 0.291, -0.404], [2.850, -0.239, 1.264], [0.928, 0.287, -0.146], [0.358, 0.675, -0.411], [-0.363, 0.220, -0.158], [-0.822, 0.109, -1.254]]
}